DFT (ωB97M-V with the def2-TZVPD basis set) results for C44H121F2Li2N12O15S2 as an isolated structure at a distorted geometry.

Its charge is +1. The calculation puts the HOMO-LUMO gap at 0.221 Eh. As for the multiplicity: 1. The HOMO energy is -9.958 eV. The lowest unoccupied orbital energy is -3.940 eV.

Last column: Mulliken charge in e.
Geometry (Å):
Li 1.43427 -2.01623 -2.65131  0.5005
Li 2.89418 -1.28923 -0.55486  0.3610
N 1.05461 -1.12834 -0.87059  0.4489
S 0.38162 0.43522 -0.97873  -0.3282
O 0.99036 1.38380 -0.03551  -0.1373
O -0.96989 0.59454 -1.50516  0.4376
F 1.25122 0.78708 -2.27800  -0.0089
S -0.09104 -1.53332 0.11991  0.8180
O -1.30043 -2.18348 -0.40075  -1.0017
O -0.21617 -0.74733 1.37573  -0.3660
F 0.60839 -2.82959 0.68060  -0.4033
C 2.30006 5.19152 -1.10895  -0.3125
C 0.75183 5.65899 -1.14666  -0.1569
C -0.21729 4.52445 -1.58991  0.4755
O -1.48779 5.01533 -1.80321  -0.5037
C -2.42194 4.01481 -2.32705  -0.5083
N 0.38154 6.12269 0.17500  -0.7516
H 2.49277 4.55321 -0.24667  -0.5216
H 2.98033 6.03019 -0.96073  0.5182
H 2.66014 4.58187 -1.93766  -0.1069
H 0.57861 6.48581 -1.83548  0.5274
H -0.19958 3.71079 -0.86484  -0.2859
H 0.13488 4.04696 -2.50429  0.3674
H -3.40809 4.47799 -2.36000  0.3703
H -2.48171 3.14876 -1.66791  -0.0650
H -2.12248 3.72280 -3.33361  0.3352
H -0.59791 6.36203 0.11578  0.4400
H 0.40294 5.35132 0.82663  -0.0837
C -5.05953 -4.18880 5.40073  -1.4898
C -3.58056 -4.54417 5.39430  0.7853
C -2.68245 -3.40320 5.94976  -0.7640
O -2.70609 -2.11903 5.26139  -0.4624
C -2.44323 -2.18053 3.86275  -0.0409
N -3.42177 -5.70515 6.25008  -0.7636
H -5.69906 -5.03669 5.15539  0.4003
H -5.41838 -3.36383 4.78529  0.2654
H -5.36848 -4.02664 6.43338  0.3800
H -3.28767 -4.83896 4.38661  0.1088
H -1.62138 -3.64637 5.89417  0.4510
H -2.84109 -3.11540 6.98904  0.3843
H -1.53473 -2.77328 3.75604  0.3898
H -2.22245 -1.16535 3.53295  -0.0198
H -3.29700 -2.60347 3.33334  -0.1495
H -2.44139 -5.94774 6.23895  0.2897
H -3.60042 -5.37709 7.18846  0.3033
C 5.63193 -2.90302 0.68981  -1.4556
C 4.25686 -3.53031 0.68344  0.4617
C 4.21617 -4.88554 1.47291  -0.9749
O 2.93025 -5.52611 1.23843  -0.1683
C 2.90459 -6.77694 1.90144  -0.9380
N 3.29013 -2.55790 1.18879  1.0741
H 6.40673 -3.53180 0.25114  0.5040
H 6.01096 -2.71475 1.69430  0.2499
H 5.51466 -1.92655 0.21987  0.2175
H 3.91214 -3.71172 -0.33458  0.2179
H 4.27930 -4.64238 2.53358  0.2878
H 5.08482 -5.43849 1.11543  0.5558
H 3.66971 -7.49244 1.60019  0.3748
H 2.02068 -7.25860 1.48334  0.2644
H 2.75276 -6.71577 2.97907  0.3009
H 2.67261 -3.18501 1.68427  0.0656
H 3.62550 -2.07959 2.01272  -0.4694
C 4.48215 1.56034 -0.95253  -1.2498
C 4.49746 1.19323 0.53881  0.3477
C 4.53057 2.44091 1.41996  -0.6852
O 4.65495 2.04525 2.73300  -0.0432
C 4.81306 3.08382 3.72702  -0.8306
N 3.40685 0.35565 0.68785  1.9471
H 4.56005 0.67113 -1.57809  0.1928
H 5.22298 2.31047 -1.22926  0.6541
H 3.54190 2.05724 -1.19154  -0.1933
H 5.40379 0.59346 0.62230  0.3388
H 3.66859 3.09550 1.29116  -0.1679
H 5.43180 3.02235 1.22557  0.6273
H 3.93597 3.72587 3.64584  0.2404
H 5.71054 3.65774 3.49631  0.3288
H 4.86103 2.65225 4.72679  0.2506
H 3.51850 0.01865 1.63340  -0.3429
H 2.61787 0.96987 0.83040  -1.0736
C -0.78821 0.99710 -6.03411  -1.4943
C -2.18834 0.82326 -5.48461  0.9047
C -3.20606 0.10184 -6.43369  -0.8032
O -3.31870 0.83619 -7.59415  -0.3879
C -4.30009 0.30812 -8.50934  -0.7441
N -2.09534 0.11111 -4.18576  -0.5240
H -0.69354 1.50384 -6.99449  0.4387
H -0.31435 0.01632 -6.07447  0.1880
H -0.14887 1.57169 -5.36390  0.3276
H -2.56386 1.82400 -5.27110  0.0427
H -4.17617 0.05708 -5.93874  0.4869
H -2.94671 -0.91058 -6.74328  0.3365
H -5.27779 0.33062 -8.02797  0.3056
H -4.03826 -0.72519 -8.73695  0.3016
H -4.35940 0.93538 -9.39879  0.2560
H -3.01994 -0.03649 -3.80705  0.2012
H -1.57300 0.71335 -3.56561  -0.2735
C 1.21629 0.03107 4.28587  -1.2623
C 1.57923 -1.43996 4.23390  2.7917
C 3.07424 -1.76303 4.36473  -1.5298
O 3.90944 -1.11163 3.40913  -0.3337
C 5.24615 -0.95855 3.85993  -1.0890
N 0.77015 -2.16674 5.18038  -0.6165
H 1.77391 0.55907 5.05941  0.4991
H 0.15542 0.21320 4.45760  0.5589
H 1.46056 0.54181 3.35443  -0.4891
H 1.24191 -1.77575 3.25330  -1.3969
H 3.32940 -2.82254 4.34411  0.2000
H 3.30084 -1.27021 5.31018  0.6328
H 5.85318 -0.57417 3.04025  0.2081
H 5.57986 -1.98674 3.99975  0.4237
H 5.40426 -0.41511 4.79148  0.2805
H -0.22105 -1.97572 5.21390  0.0437
H 0.95980 -1.94652 6.14766  0.2977
C 3.66149 1.14800 -6.59879  -1.7183
C 3.89175 1.53212 -5.22393  0.9070
C 4.29258 3.04588 -5.05753  -1.1959
O 4.51454 3.32936 -3.66995  0.0147
C 5.02716 4.60177 -3.43400  -0.9910
N 2.59161 1.36030 -4.69225  0.1748
H 4.58874 1.37899 -7.12316  0.4394
H 2.86799 1.69265 -7.11046  0.3258
H 3.40597 0.11850 -6.84964  0.3730
H 4.63798 0.89220 -4.75304  0.2135
H 3.57025 3.72133 -5.51590  0.4242
H 5.20797 3.26708 -5.60637  0.5332
H 5.11430 4.79758 -2.36528  0.2370
H 4.26070 5.25758 -3.84699  0.4421
H 5.94355 4.86588 -3.96181  0.3263
H 2.26788 0.40473 -4.64562  -0.2739
H 2.49171 1.68467 -3.74098  -0.2274
C -1.56971 -3.36797 -5.13442  -1.7286
C -0.88317 -3.10793 -3.75637  2.2594
C 0.11587 -4.33714 -3.41696  -1.6280
O 0.67774 -3.99934 -2.15673  0.2384
C 1.43524 -5.04790 -1.62256  -0.7203
N -0.18650 -1.80080 -3.88476  1.4693
H -2.27309 -2.60375 -5.46505  0.1297
H -2.16919 -4.27676 -5.08142  0.5316
H -0.74174 -3.39057 -5.84299  0.5138
H -1.70507 -3.06280 -3.04185  -0.5020
H 0.86888 -4.44327 -4.19786  0.4432
H -0.42563 -5.28293 -3.43582  0.4105
H 0.81828 -5.94410 -1.55712  0.3398
H 1.76457 -4.68282 -0.64974  -0.0495
H 2.29128 -5.25968 -2.26320  0.3875
H -0.96600 -1.19211 -4.08964  -1.0072
H 0.29434 -1.77787 -4.77266  0.2911
C -4.99575 -3.27139 -3.40780  -1.4276
C -4.85245 -2.66935 -2.03133  0.4737
C -4.65848 -3.73054 -1.00000  -0.6458
O -4.75910 -3.14052 0.32965  -0.2550
C -4.70054 -4.02624 1.41183  -0.6994
N -3.72199 -1.69218 -2.07329  -0.0043
H -5.86506 -3.92815 -3.37509  0.4792
H -4.12216 -3.91166 -3.53022  0.1911
H -4.95594 -2.55150 -4.22527  0.2893
H -5.75069 -2.07084 -1.87946  0.3974
H -3.68397 -4.21872 -1.00968  0.1206
H -5.43968 -4.49028 -1.02519  0.5658
H -5.41883 -4.84486 1.36668  0.4037
H -5.08460 -3.43772 2.24504  0.1348
H -3.71960 -4.44172 1.64254  0.2490
H -2.91739 -2.06037 -2.56027  -0.7839
H -3.36381 -1.58002 -1.13563  -0.0027
C -5.40209 5.24675 2.00037  -1.5844
C -4.29882 4.20019 2.08768  1.0247
C -4.54640 2.89767 1.38591  -1.4880
O -3.39669 2.03615 1.26843  0.6395
C -3.70796 0.96341 0.45754  -0.9946
N -3.11544 4.81295 1.53767  -0.4017
H -6.30625 4.65290 2.13430  0.3517
H -5.44900 5.68878 1.00513  0.3456
H -5.35799 5.94676 2.83472  0.3712
H -4.12768 4.01892 3.14879  0.2043
H -4.85990 3.14036 0.37058  0.4849
H -5.38916 2.42027 1.88584  0.4331
H -4.06861 1.24031 -0.53309  0.4497
H -4.48322 0.35459 0.92275  0.4761
H -2.81758 0.36069 0.27855  -0.3253
H -2.48145 4.96776 2.30851  0.1930
H -2.61718 4.14965 0.96160  -0.3174
C 0.63765 4.93922 3.20787  -2.0444
C 0.06695 3.58346 3.16626  1.8257
C -0.96115 3.26901 4.29791  -0.8229
O -0.33281 3.27756 5.61209  -0.4081
C -1.20536 3.00352 6.70798  -0.7128
N -0.50572 3.43578 1.82479  1.9920
H 1.48528 4.90135 2.52363  0.4368
H 0.96544 5.17817 4.21958  0.4867
H -0.12134 5.64658 2.87368  0.2626
H 0.88858 2.88146 3.30851  -0.8007
H -1.36628 2.26300 4.18875  0.2889
H -1.80066 3.94630 4.14106  0.7247
H -2.06705 3.66988 6.66850  0.3243
H -0.78931 3.30300 7.66991  0.3085
H -1.46500 1.94686 6.77255  0.1962
H -1.15492 2.66269 1.85590  -0.5471
H 0.25825 2.92938 1.40053  -1.0589